1.
A cluster of 2 separate species, C4H9NO2 in total. Source: OMol25; level of theory: ωB97M-V/def2-TZVPD.

Output
molar mass: 103.1 g/mol
SMILES string: CC(=O)O.C=NC
2S+1: 1
LUMO energy: 0.99 eV

Geometry as XYZ:
```
16
Properties=species:S:1:pos:R:3:forces:R:3:lowdin_charge:R:1
C -3.17322 -0.88391 0.26618 0.04 0.06 -0.04 0.007
C -1.81826 -0.23082 0.32569 -0.02 -0.11 0.05 -0.593
O -1.65746 0.95758 0.47762 -0.01 0.10 -0.06 0.058
O -0.82010 -1.10107 0.19832 0.00 -0.11 -0.11 0.076
H -3.11266 -1.87846 -0.16578 -0.03 0.00 -0.01 0.079
H -3.83550 -0.24302 -0.31255 -0.02 -0.05 0.01 0.086
H -3.57749 -0.95688 1.27488 0.02 0.00 0.05 0.088
H 0.05587 -0.62578 0.18664 -0.01 0.09 0.19 0.062
C 1.25062 1.40551 -0.60560 0.07 0.21 -0.01 -0.020
N 1.55713 0.32500 -0.03612 0.04 -0.07 -0.11 -0.100
C 2.96018 -0.05468 0.00312 -0.12 0.10 0.03 -0.116
H 0.21208 1.71923 -0.62519 -0.03 -0.04 0.00 0.062
H 2.00533 2.05340 -1.06184 0.01 0.00 -0.01 0.082
H 3.31251 0.00362 1.03346 -0.01 -0.09 -0.01 0.082
H 3.58384 0.59111 -0.62058 0.03 0.04 -0.01 0.071
H 3.05715 -1.08084 -0.33825 0.05 -0.12 0.02 0.077
```
Positions in Å, forces in eV/Å.

---

2.
A structure of composition C27H35BF4N4P2Pd at a distorted geometry. Source: OMol25; level of theory: ωB97M-V/def2-TZVPD.

Output
molar mass: 670.8 g/mol
total charge: +2
2S+1: 5
LUMO energy (alpha / beta): -7.36 / -10.34 eV

Geometry as XYZ:
```
74
Properties=species:S:1:pos:R:3:forces:R:3:lowdin_spin:R:1
Pd -0.39542 -1.90944 -5.97948 0.15 -0.96 1.43 0.750
C -0.98144 1.60361 -0.70207 1.36 1.67 3.18 0.315
C -1.45441 1.05309 -1.82451 -0.89 -0.82 -3.61 0.421
C -0.92315 1.27674 -3.22528 -0.17 -0.90 0.26 0.067
C 0.49496 0.70745 -3.47365 1.09 -0.73 0.61 0.024
C 1.76374 1.25508 -2.77221 -0.77 -0.02 -0.52 0.002
C 1.83882 2.40282 -2.09564 0.58 -0.43 -0.31 0.002
C 0.71464 3.32528 -1.69685 -0.29 0.45 0.30 0.008
C -0.11474 2.79606 -0.50450 0.42 -0.64 -0.71 0.064
C 0.23113 -2.56562 -4.08044 -0.18 -0.80 1.83 0.558
H -1.24956 1.11286 0.23126 0.02 -0.19 0.43 0.013
H -2.33832 0.39559 -1.79706 0.40 0.36 0.43 0.018
H -0.97084 2.35529 -3.52059 -0.21 -0.92 0.24 0.024
H -1.58011 0.62982 -3.85649 0.44 0.88 0.32 0.001
H 0.47769 -0.38127 -3.26040 -0.23 0.86 0.06 0.001
H 0.66736 0.74522 -4.55856 -0.06 0.21 -0.03 0.002
H 2.66607 0.60574 -2.91302 -0.81 0.79 0.16 0.000
H 2.83777 2.73018 -1.78876 -0.37 -0.27 0.21 0.000
H 0.03662 3.58247 -2.51924 0.44 0.20 0.10 0.002
H 1.19374 4.24960 -1.33198 -0.43 -0.22 -0.31 0.001
H 0.59407 2.51932 0.28878 -0.34 -0.08 0.41 0.019
H -0.75252 3.58513 -0.07292 0.05 -0.11 0.13 0.020
H -0.72097 -2.27506 -3.55570 0.78 -0.32 -0.41 0.053
H 1.12116 -2.10994 -3.61811 -0.44 -0.18 -0.50 0.030
H 0.35262 -3.66654 -4.17760 -0.23 0.61 -0.22 0.046
P 1.43504 -1.36897 -7.31361 3.08 0.00 -4.17 0.096
P -1.88363 -0.77677 -7.11599 -3.36 3.78 -3.84 0.176
N 2.92674 -0.24316 -7.43315 -0.38 0.10 1.11 0.070
N 2.12805 -2.57825 -8.42170 -0.96 0.41 1.51 0.015
N -1.98433 1.01339 -7.31110 -0.09 -1.10 0.86 0.015
N -3.51213 -1.11315 -7.68943 0.93 -1.02 0.86 0.064
C 0.45523 -0.41054 -8.52700 -0.08 0.43 0.11 0.007
C -0.92080 -1.07974 -8.65431 0.40 -0.31 0.26 0.052
C 3.70031 0.25023 -6.38752 -1.23 -0.86 -1.19 0.342
C 4.61845 1.18084 -6.89550 0.41 0.78 -2.53 0.140
C 4.40640 1.25013 -8.30932 0.94 0.30 2.14 0.091
C 3.37595 0.36148 -8.61004 -0.72 -0.59 1.00 0.344
C 2.39022 -3.89339 -8.02588 0.30 -0.73 -1.39 0.005
C 2.77218 -4.61982 -9.15455 -0.45 1.12 1.14 0.002
C 2.75878 -3.72220 -10.26370 -0.19 0.71 0.39 0.002
C 2.37224 -2.48243 -9.79709 -0.07 -0.25 -0.22 0.009
C -2.00847 1.92302 -6.25605 0.21 1.26 -0.64 0.004
C -1.99305 3.22219 -6.76495 -0.15 -1.56 -0.03 0.001
C -2.06659 3.11206 -8.19416 0.23 -1.50 0.33 0.001
C -2.06429 1.75458 -8.49732 0.26 0.73 -0.07 0.004
C -4.28755 -0.41883 -8.64030 -0.74 0.05 -0.36 0.025
C -5.33021 -1.22216 -9.05855 1.22 0.16 0.78 0.007
C -5.20434 -2.47708 -8.36569 1.26 0.59 0.60 0.039
C -4.07873 -2.38499 -7.55297 -0.94 -0.02 -0.63 0.001
H 0.92507 -0.27422 -9.51266 -0.22 -0.23 0.47 0.001
H 0.38316 0.59125 -8.06713 -0.22 -0.16 -0.27 0.001
H -1.52326 -0.65560 -9.46139 0.18 -0.35 -0.06 0.006
H -0.81987 -2.17859 -8.74848 -0.16 0.44 -0.45 0.001
H 3.54988 -0.10511 -5.37744 0.02 0.09 -0.01 0.013
H 5.35706 1.73926 -6.33363 -0.13 -0.14 -0.02 0.002
H 4.93371 1.85031 -9.04299 -0.02 -0.09 0.26 0.000
H 2.91348 0.13139 -9.56030 0.28 0.15 0.20 0.011
H 2.29042 -4.19172 -6.99463 -0.01 -0.03 -0.01 0.001
H 3.02518 -5.66300 -9.18371 0.05 -0.10 0.07 0.000
H 3.00002 -3.95465 -11.29818 -0.05 0.08 0.35 0.000
H 2.21848 -1.54363 -10.32263 0.05 -0.60 0.00 0.000
H -2.15176 1.57918 -5.25197 0.18 0.07 -0.09 0.002
H -1.93596 4.12764 -6.18300 -0.22 -0.02 -0.01 0.000
H -2.13234 3.91011 -8.92168 0.02 -0.11 0.14 0.000
H -2.18981 1.25695 -9.45313 0.27 0.30 0.21 0.000
H -4.05560 0.59729 -8.91712 -0.16 -0.19 0.16 0.001
H -6.09469 -0.94467 -9.77536 0.19 -0.02 0.19 0.001
H -5.86112 -3.32353 -8.45975 0.04 -0.10 0.06 0.002
H -3.62751 -3.08832 -6.87564 -0.13 -0.19 0.09 0.002
F -0.27512 -0.06399 1.49144 -0.05 0.30 -0.61 0.001
B 0.05646 0.18015 2.87127 0.08 -0.45 1.67 0.000
F 1.33632 0.78403 2.95779 -0.73 -0.18 -0.47 0.000
F -0.93530 1.04798 3.42017 0.63 -0.50 -0.68 0.000
F 0.06290 -1.07719 3.54277 -0.06 1.09 -0.68 0.000
```
Positions in Å, forces in eV/Å.